1.
DFT (ωB97M-V with the def2-TZVPD basis set) results for a cluster of 3 separate species, C20H47FN2O15P5 in total.

The charge is +1. Its multiplicity is 1.

Last column: Mulliken charge in e.
Cartesian coordinates (Å):
C1 -4.32 -2.45 -6.16  -0.6390
O1 -4.18 -2.77 -4.76  -0.3145
C2 -3.06 -3.65 -4.52  -0.5452
C3 -2.63 -3.49 -2.96  -0.1972
C4 -1.54 -4.63 -2.61  -0.8044
C5 -0.80 -4.38 -1.18  -0.1894
C6 -1.74 -4.88 0.04  -0.7127
C7 -2.16 -3.61 0.94  -0.7573
C8 -1.00 -3.20 1.98  -0.1420
C9 -1.42 -1.76 2.60  -0.8362
C10 -0.36 -0.60 2.15  -0.3913
C11 1.05 -0.97 2.79  -0.6917
N1 2.25 -0.91 1.92  0.4789
C12 3.60 -0.95 2.47  -0.2867
P1 4.14 -1.09 4.29  0.8639
O2 3.20 -0.32 5.23  -0.5761
O3 4.26 -2.76 4.72  -0.4760
O4 5.70 -0.45 4.57  -0.4454
N2 4.69 -0.91 1.52  0.0744
C13 4.02 -0.84 0.24  -0.4231
P2 4.63 -0.73 -1.54  -0.1785
P3 3.61 1.03 -2.36  1.0056
O5 4.72 2.05 -2.69  -0.6300
O6 2.82 0.56 -3.80  -0.4671
O7 2.55 1.80 -1.25  -0.4559
C14 2.50 -0.87 0.50  0.8227
F1 1.51 -0.86 -0.48  -0.2269
H1 -5.42 -2.16 -6.32  0.2348
H2 -3.69 -1.55 -6.49  0.2517
H3 -4.11 -3.34 -6.86  0.2769
H4 -3.38 -4.75 -4.64  0.2628
H5 -2.16 -3.45 -5.19  0.3173
H6 -3.58 -3.57 -2.31  0.2245
H7 -2.23 -2.42 -2.81  0.1595
H8 -0.74 -4.58 -3.43  0.3335
H9 -1.97 -5.69 -2.62  0.3320
H10 0.15 -5.04 -1.13  0.3175
H11 -0.48 -3.28 -1.04  -0.0530
H12 -2.72 -5.36 -0.32  0.3733
H13 -1.18 -5.65 0.69  0.3458
H14 -3.09 -3.85 1.58  0.3216
H15 -2.44 -2.73 0.26  0.3151
H16 0.04 -3.18 1.49  0.1917
H17 -1.00 -3.94 2.87  0.2221
H18 -1.46 -1.74 3.74  0.3119
H19 -2.43 -1.40 2.18  0.3698
H20 -0.41 -0.58 1.01  0.1706
H21 -0.74 0.41 2.52  0.3022
H22 1.23 -0.22 3.66  0.4248
H23 1.06 -2.00 3.31  0.3847
H24 4.57 -3.20 3.90  0.3644
H25 6.34 -0.94 4.00  0.3126
H26 5.71 -0.92 1.65  0.3161
H27 4.12 -1.93 -2.17  0.1132
H28 3.20 -0.32 -4.06  0.3319
H29 1.62 1.59 -1.53  0.3365
C15 -5.85 -0.20 8.76  -0.6997
O8 -5.82 -0.54 7.37  -0.2969
P4 -4.52 0.17 6.49  0.8909
O9 -5.28 1.49 6.48  -0.6631
O10 -4.90 -0.68 5.14  -0.2129
C16 -6.05 -1.50 5.05  -0.6234
O11 -3.20 0.82 5.62  -0.2567
C17 -3.22 2.17 5.19  -0.6125
H30 -6.65 -0.76 9.24  0.2444
H31 -4.90 -0.47 9.23  0.2940
H32 -6.03 0.87 8.89  0.3090
H33 -6.96 -0.94 5.24  0.2758
H34 -5.97 -2.35 5.73  0.2962
H35 -6.11 -1.90 4.03  0.2437
H36 -3.24 2.84 6.05  0.3064
H37 -4.08 2.35 4.53  0.2927
H38 -2.31 2.35 4.62  0.2193
C18 6.00 7.93 -6.51  -0.7030
O12 4.63 7.87 -6.13  -0.2825
P5 4.26 6.65 -4.97  0.9272
O13 4.32 5.58 -6.07  -0.6592
O14 2.72 7.18 -4.80  -0.2685
C19 2.16 8.19 -5.61  -0.5695
O15 3.96 5.53 -3.71  -0.3820
C20 3.83 4.15 -4.00  -0.5165
H39 6.14 8.79 -7.17  0.2431
H40 6.63 8.06 -5.63  0.2986
H41 6.29 7.03 -7.04  0.3035
H42 2.21 7.92 -6.67  0.2729
H43 2.66 9.14 -5.43  0.2568
H44 1.11 8.31 -5.34  0.2567
H45 4.76 3.75 -4.39  0.2747
H46 3.00 3.98 -4.70  0.2487
H47 3.59 3.64 -3.07  0.2672



2.
DFT (ωB97M-V with the def2-TZVPD basis set) results for a cluster of 2 separate species, C6H11NO in total.

The charge is 0. Its multiplicity is 1.

Last column: natural (NBO) charge in e.
Cartesian coordinates (Å):
O1 -1.51 1.35 3.83  -0.5390
C1 -1.35 0.84 2.70  0.2841
C2 -1.16 1.44 1.44  -0.1965
C3 -0.83 0.64 0.27  -0.4576
C4 0.57 0.93 -0.38  -0.4647
N1 0.78 -2.00 -2.78  -0.5381
C5 0.28 -1.10 -1.94  -0.0225
C6 0.95 0.06 -1.51  -0.0337
H1 -1.35 -0.27 2.68  0.0995
H2 1.99 -2.16 0.87  0.0197
H3 -1.20 2.51 1.38  0.2048
H4 -1.55 0.75 -0.57  0.2120
H5 -0.84 -0.46 0.53  0.2128
H6 1.36 0.84 0.47  0.2501
H7 0.54 2.02 -0.66  0.2540
H8 2.08 -1.63 0.36  -0.0204
H9 0.05 -2.66 -3.07  0.3422
H10 -0.73 -1.24 -1.55  0.1681
H11 1.91 0.13 -2.07  0.2250



3.
DFT (ωB97M-V with the def2-TZVPD basis set) results for a structure of composition HO3P2S2.

The charge is -1. Its multiplicity is 1.

Last column: natural (NBO) charge in e.
Cartesian coordinates (Å):
O1 -0.06 -3.17 0.48  -1.1648
O2 -1.36 0.90 -0.31  -0.9051
O3 0.03 0.76 1.74  -1.1581
P1 -0.30 -1.78 0.15  0.8510
P2 -0.75 -0.42 2.12  0.7123
S1 -2.55 -1.76 -0.31  -0.3913
S2 -2.40 0.04 0.49  0.5500
H1 -0.57 0.91 0.34  0.5062



4.
DFT (ωB97M-V with the def2-TZVPD basis set) results for a cluster of 2 separate species, C6H10O in total.

As for the structure (SMILES): O=C1CC=CCC1.[H][H]. The charge is 0. Its multiplicity is 1.

Last column: natural (NBO) charge in e.
Cartesian coordinates (Å):
C1 -0.36 1.09 0.08  -0.5142
C2 0.60 0.12 0.71  0.6378
O1 0.61 -0.12 1.90  -0.5599
C3 1.29 -0.76 -0.31  -0.5563
C4 0.19 -1.56 -0.97  -0.1780
C5 -1.08 -1.16 -0.91  -0.1841
C6 -1.53 0.13 -0.25  -0.4313
H1 -0.68 1.87 0.77  0.2375
H2 0.05 1.56 -0.82  0.2171
H3 1.52 2.46 1.62  -0.0388
H4 1.37 1.89 2.07  0.0312
H5 1.83 -0.15 -1.05  0.2269
H6 2.00 -1.40 0.22  0.2379
H7 0.47 -2.49 -1.46  0.2141
H8 -1.86 -1.80 -1.32  0.2126
H9 -2.02 -0.12 0.70  0.2259
H10 -2.26 0.64 -0.88  0.2217



| no. | energy (a.u.) | molar mass (g mol⁻¹) |
| --- | --- | --- |
| 1 | -3834.48898 | 729.5 |
| 2 | -364.96495 | 113.2 |
| 3 | -1705.48244 | 175.1 |
| 4 | -309.79821 | 98.1 |